C7H7NO3 | ωB97M-V/def2-TZVPD

Structure (XYZ):
```
18
C7H7NO3 (ωB97M-V/def2-TZVPD)
O 1.313 -2.426 -0.728
C -0.190 -0.522 -0.478
H -3.649 1.114 -1.103
H -2.993 -0.267 -0.201
C 0.945 -1.249 -0.189
H 2.128 1.285 1.834
C 0.271 1.351 0.999
N -2.781 0.536 -0.989
H 0.356 -2.898 -1.095
H -0.136 2.255 1.494
O -1.749 2.625 -0.641
C 1.928 -0.617 0.689
C 1.394 0.621 1.283
C -0.549 0.806 -0.046
O 3.107 -1.163 0.878
C -1.793 1.403 -0.566
H 3.231 -1.899 0.144
H -0.834 -0.955 -1.286
```

**SMILES**: NC(=O)c1ccc(O)c(O)c1
**Net charge**: 0
**LUMO level**: 0.15 eV
**Calculated total energy**: -15003.3321 eV
**HOMO**: -8.2 eV

***

C7H7NO3SSi | ωB97M-V/def2-TZVPD

Structure (XYZ):
```
20
C7H7NO3SSi (ωB97M-V/def2-TZVPD)
H -3.888 -0.199 -0.771
S -0.897 -1.853 -0.446
O -1.784 3.097 -1.555
C 0.548 -0.549 -0.304
O -2.057 -1.414 0.650
O -1.319 -1.664 -1.831
C 1.639 -1.330 -0.161
H -4.506 -1.307 1.399
C 0.785 0.859 -0.148
C 1.979 1.300 0.467
H 2.150 2.341 0.397
C -1.047 2.375 -1.016
H 1.561 -2.320 -0.619
C 3.051 0.451 0.693
C 2.864 -0.918 0.435
H 3.717 -1.591 0.226
N -0.014 1.974 -0.557
Si -3.494 -0.641 0.652
H -3.293 0.510 1.556
H 4.007 0.877 0.933
```

**Net charge**: 0
**LUMO level**: -0.06 eV
**Calculated total energy**: -33715.5636 eV
**HOMO**: -9.1 eV

***

C7H7O4 | ωB97M-V/def2-TZVPD

Structure (XYZ):
```
18
C7H7O4 (ωB97M-V/def2-TZVPD)
H 1.835 1.913 -0.058
C -0.161 -0.870 -0.013
O -0.717 -3.202 -0.322
C 1.847 0.825 -0.224
O -1.538 -1.555 -1.616
C -0.861 -2.054 -0.699
H -2.416 1.768 0.571
C -2.083 0.923 -0.034
C 0.427 0.359 -0.582
H -2.809 0.119 0.054
H 0.217 0.619 -1.616
H -0.447 0.779 1.411
C -0.705 0.455 0.407
H -2.067 1.218 -1.080
O 2.475 0.284 0.922
H 2.507 0.616 -1.079
C 1.997 -0.823 1.508
O 2.500 -1.372 2.451
```

**Net charge**: -1
**LUMO level (spin up / spin down)**: 3.45 / 3.29 eV
**Calculated total energy**: -15560.2357 eV
**HOMO (spin up / spin down)**: -4.3 / -3.8 eV

***

Computed ΔE to the lowest compared entry with this formula, charge and spin (kcal/mol) in order:
52.2 0.0 39.5